Record 1
17
Properties=species:S:1:pos:R:3:forces:R:3:lowdin_charge:R:1 method="wB97M-V/def2-TZVPD" orbital_gap_ha=0.397 smiles="C=N.O.O.O.O" multiplicity=1 energy_ha=-400.351212
C -0.52764 -0.79753 2.26665 -2.971 -1.397 -0.668 -0.1091
N -1.49798 -1.32973 1.54599 3.149 1.218 0.984 0.0142
H 0.28470 -0.21914 1.87909 0.409 -0.191 -1.357 0.0426
H -0.41007 -0.69397 3.34132 -0.885 -0.671 0.502 0.0661
H -2.30468 -1.76876 2.00239 0.774 0.304 0.526 0.0451
O 1.28380 1.80477 -0.31300 -1.027 -0.197 -1.235 -0.0958
H 1.92427 1.40676 -0.93187 0.127 -0.059 0.309 0.0011
H 0.50535 1.81730 -0.92544 0.771 0.201 0.930 0.0460
O 2.28800 0.00493 -2.26917 -0.988 -0.193 -2.732 -0.0972
H 1.51267 -0.57282 -2.15011 0.075 -0.204 0.957 -0.0116
H 2.09397 0.09575 -3.25698 1.127 0.427 1.655 0.0910
O -1.49631 1.34464 1.36490 -0.085 1.020 -0.351 -0.1138
H -1.07348 0.79882 0.65818 -0.548 1.407 0.641 0.0116
H -1.43296 2.32399 1.22571 0.317 -1.583 -0.402 0.0727
O -0.14023 -1.21216 -1.76226 0.113 0.396 0.815 -0.0425
H -0.21164 -1.11976 -0.80021 0.251 0.290 0.128 0.0327
H -0.79775 -1.88310 -1.87519 -0.609 -0.767 -0.702 0.0470



Record 2
17
Properties=species:S:1:pos:R:3:forces:R:3:lowdin_charge:R:1 method="wB97M-V/def2-TZVPD" orbital_gap_ha=0.368 smiles="C=N.O.O.O.O" multiplicity=1 energy_ha=-400.340922
C -2.19204 -1.74381 0.43212 -1.396 0.987 0.076 -0.1497
N -2.97966 -0.79140 0.08534 -0.388 -0.902 0.983 0.0205
H -1.70876 -2.32618 -0.30210 0.739 0.029 -1.748 0.0294
H -1.89742 -2.24343 1.34843 -0.808 0.702 1.239 0.0546
H -3.64865 -0.34354 0.78941 1.905 -0.815 -0.593 0.0787
O 0.10989 1.13012 -0.36000 -3.273 0.337 1.522 -0.0315
H -0.40046 0.95611 -1.14319 -0.316 -0.094 -0.508 0.0577
H 0.98519 1.00592 -0.59126 3.075 -0.311 -1.095 -0.0681
O 2.43019 0.88066 -1.41210 -0.676 2.356 0.020 -0.0104
H 2.64233 0.18336 -1.97001 0.266 -2.018 -2.021 0.0291
H 3.08868 0.74726 -0.75772 0.941 0.014 1.343 0.0298
O -1.96688 2.00136 1.11064 0.933 -2.267 -0.433 -0.1131
H -1.39822 1.22159 0.79757 -1.453 0.978 0.978 0.0137
H -1.38931 2.61689 0.68528 0.277 1.436 -0.244 -0.0056
O 3.01722 -1.09585 0.08987 -0.483 -0.325 2.677 -0.0975
H 2.02717 -1.11652 0.12742 1.189 0.056 -0.048 0.0632
H 3.28075 -1.08254 1.07029 -0.532 -0.162 -2.150 0.0992



Record 3
18
Properties=species:S:1:pos:R:3:forces:R:3:lowdin_charge:R:1 method="wB97M-V/def2-TZVPD" orbital_gap_ha=0.391 smiles="NC=O.O.O.O.O" multiplicity=1 energy_ha=-475.665989
N -0.61768 0.37437 0.90304 -1.337 0.459 0.310 0.1300
C -1.88082 0.68682 0.42795 1.958 -0.920 0.612 -0.3798
O -2.11378 1.14087 -0.65901 -0.445 0.406 -0.376 0.0182
H -0.63006 -0.22045 1.70565 0.228 -0.154 0.328 0.0901
H 0.22632 0.37601 0.36749 0.074 -0.010 -0.612 0.0514
H -2.60669 0.40180 1.20536 -0.442 0.295 -0.269 0.1294
O 1.20095 2.27927 3.20543 1.319 -0.271 -0.298 -0.0851
H 2.17351 2.27674 3.37496 -1.155 0.074 -0.062 0.0522
H 1.14493 1.91617 2.30565 -0.216 0.189 0.359 0.0086
O 1.77309 -0.26409 -1.01785 0.318 0.078 0.644 -0.0590
H 1.47244 0.40114 -1.64144 -0.325 -0.132 -0.315 0.0476
H 2.31355 -0.86485 -1.53203 0.132 -0.065 -0.197 0.0583
O -0.26798 -2.34659 -0.46906 -0.508 0.130 0.066 -0.0531
H 0.49344 -1.75898 -0.48188 0.197 0.219 -0.175 -0.0103
H 0.06250 -3.23209 -0.35438 0.201 -0.421 0.035 0.0372
O -0.57675 -0.42328 -2.68759 -0.554 0.059 0.137 -0.0758
H -1.10476 0.35579 -2.46619 0.071 0.184 -0.067 0.0168
H -1.06222 -1.09866 -2.18612 0.484 -0.120 -0.122 0.0231



Record 4
17
Properties=species:S:1:pos:R:3:forces:R:3:lowdin_charge:R:1 method="wB97M-V/def2-TZVPD" orbital_gap_ha=0.325 multiplicity=1 energy_ha=-1257.331864
C -0.82287 -0.98300 1.28558 2.060 -1.948 -2.062 -0.5417
N 0.43251 1.50724 -1.11537 1.908 0.933 3.351 -0.3810
Si -1.10832 -1.27952 -0.57639 0.806 -1.217 -0.707 0.4086
Si 1.07198 -0.57336 1.26957 -0.897 -0.146 -0.846 0.4217
Si -0.94326 0.78247 -1.71195 -1.725 -0.431 0.981 0.2381
Si 0.95484 1.73488 1.07412 0.093 -0.232 -4.319 0.6245
H -1.30829 -0.09577 1.49019 -1.354 1.612 1.057 -0.0464
H -1.07512 -1.86450 1.86942 -0.033 0.290 0.310 0.0192
H 0.83443 2.20565 -1.73395 0.193 0.046 0.466 -0.0285
H 0.17477 -1.96395 -1.07361 -0.361 0.515 0.207 -0.0815
H -1.92955 -2.48721 -1.01108 -0.439 0.870 0.423 -0.0860
H 1.52965 -0.97869 2.53550 0.817 -0.346 1.441 -0.1136
H 2.00165 -1.15357 0.18943 -0.757 0.526 0.750 -0.0373
H -2.16610 1.69281 -1.43581 0.421 -0.713 -0.682 -0.0736
H -0.69202 0.24339 -3.03849 -0.290 0.301 -0.812 -0.0871
H 2.16012 2.55951 0.96670 0.382 -0.096 -0.017 -0.1190
H 0.02449 2.66210 1.66407 -0.825 0.036 0.461 -0.1164